(1)
73
Properties=species:S:1:pos:R:3 method="wB97M-V/def2-TZVPD" orbital_gap_ev="7.98 / 5.17" homo_ev="-13.45 / -13.48" total_charge=+2 e_lumo_ev="-5.46 / -8.31" multiplicity=3
Au 1.06 -4.24 -1.70
N 2.95 -5.12 -1.85
N 3.91 -4.17 -1.43
C 3.52 -3.07 -0.67
O 4.34 -2.31 -0.21
O 2.22 -2.91 -0.52
H 2.98 -5.96 -1.27
H 3.13 -5.38 -2.82
H 4.87 -4.46 -1.40
C -6.87 -0.74 -1.74
C -5.41 -1.05 -1.63
C -4.93 -1.88 -0.62
C -3.59 -2.19 -0.52
C -2.71 -1.66 -1.47
C -3.17 -0.84 -2.49
C -4.51 -0.53 -2.56
S -0.99 -1.94 -1.43
O -0.81 -3.48 -1.53
C -0.60 -1.60 0.29
C -0.56 -2.66 1.21
C -0.33 -2.39 2.52
C -0.16 -1.06 2.98
C 0.07 -0.78 4.35
C 0.22 0.51 4.77
C 0.15 1.57 3.85
C -0.06 1.33 2.53
C -0.22 0.01 2.05
C -0.42 -0.29 0.67
C -0.46 0.83 -0.33
C -1.65 1.59 -0.51
C -2.83 1.32 0.22
C -3.96 2.05 0.00
C -3.97 3.10 -0.95
C -2.84 3.38 -1.67
C -1.66 2.63 -1.48
C -0.49 2.90 -2.24
C 0.65 2.17 -2.07
C 0.64 1.14 -1.10
S 2.09 0.15 -0.90
O 2.49 -0.51 -2.14
C 3.35 1.10 -0.20
C 3.06 1.90 0.91
C 4.09 2.58 1.51
C 5.41 2.45 1.06
C 6.52 3.15 1.75
C 5.67 1.62 -0.04
C 4.66 0.92 -0.66
H -7.42 -1.07 -0.86
H -7.30 -1.23 -2.61
H -7.03 0.33 -1.86
H -5.62 -2.29 0.11
H -3.23 -2.82 0.28
H -2.47 -0.44 -3.22
H -4.88 0.11 -3.36
H -0.71 -3.68 0.86
H -0.29 -3.20 3.24
H 0.11 -1.60 5.05
H 0.38 0.71 5.82
H 0.25 2.59 4.21
H -0.14 2.16 1.83
H -2.84 0.51 0.95
H -4.86 1.84 0.56
H -4.87 3.67 -1.10
H -2.84 4.18 -2.40
H -0.52 3.70 -2.97
H 1.54 2.37 -2.65
H 2.04 2.00 1.27
H 3.88 3.23 2.35
H 6.19 4.11 2.17
H 7.37 3.32 1.09
H 6.87 2.54 2.59
H 6.68 1.53 -0.41
H 4.86 0.27 -1.50


(2)
5
Properties=species:S:1:pos:R:3 method="wB97M-V/def2-TZVPD" orbital_gap_ev="11.15 / 10.02" homo_ev="-24.08 / -25.18" de_lowest_kj_mol=105.7 total_charge=+2 e_lumo_ev="-12.93 / -15.16" multiplicity=5
H -0.76 -1.21 0.36
O -0.25 1.28 0.03
O 0.19 -0.80 -0.13
C -0.74 0.19 -0.34
Co 1.55 0.55 0.07


(3)
11
Properties=species:S:1:pos:R:3 method="wB97M-V/def2-TZVPD" orbital_gap_ev=11.52 homo_ev=-10.66 de_lowest_kj_mol=64.4 e_lumo_ev=0.87 smiles=C[C@@H](Cl)CCl multiplicity=1
C -0.51 1.73 -0.41
C -0.70 0.47 0.51
Cl -1.63 -0.80 -0.21
C 0.66 -0.01 1.01
Cl 1.86 -0.36 -0.34
H -1.24 2.47 -0.49
H -0.29 1.37 -1.47
H 0.36 1.99 0.06
H -1.24 0.80 1.44
H 0.66 -0.85 1.69
H 1.09 0.87 1.49


(4)
87
Properties=species:S:1:pos:R:3 method="wB97M-V/def2-TZVPD" orbital_gap_ev=6.61 homo_ev=-4.14 total_charge=-1 e_lumo_ev=2.47 multiplicity=1
C -1.41 -3.18 -2.74
C -0.56 -4.44 -2.95
C 0.94 -4.25 -2.62
O 1.15 -2.99 -2.04
C 2.53 -2.75 -1.70
In 2.85 -2.52 0.47
P 1.54 -0.50 1.39
S 2.13 1.30 0.73
B 2.25 -4.39 1.70
C 2.47 -4.41 3.26
O 1.66 -5.50 1.13
H -1.03 -2.35 -3.33
H -2.43 -3.38 -3.06
H -1.43 -2.90 -1.70
H -0.65 -4.76 -3.99
H -0.96 -5.24 -2.33
H 1.26 -5.03 -1.92
H 1.55 -4.36 -3.53
H 2.87 -1.89 -2.28
H 3.15 -3.59 -2.01
H 4.56 -2.17 0.75
H 1.58 -0.54 2.80
H 0.16 -0.67 1.17
H 1.96 -3.56 3.71
H 2.14 -5.33 3.76
H 3.54 -4.26 3.47
H 1.15 -6.00 1.78
C -1.56 6.24 3.48
C -2.18 4.98 4.07
C -1.14 3.96 4.55
C -0.21 3.42 3.46
C -0.92 2.76 2.28
C -1.74 1.54 2.67
H -0.95 6.02 2.61
H -2.33 6.95 3.18
H -0.92 6.74 4.22
H -2.83 4.52 3.33
H -2.82 5.25 4.91
H -1.67 3.13 5.03
H -0.53 4.42 5.34
H 0.47 2.69 3.91
H 0.42 4.23 3.09
H -0.16 2.46 1.56
H -1.56 3.49 1.77
H -1.11 0.78 3.14
H -2.19 1.08 1.79
H -2.55 1.79 3.36
C -7.72 -1.43 0.56
C -6.41 -0.65 0.42
C -5.78 -0.28 1.76
C -6.64 0.64 2.64
C -7.03 1.97 2.00
C -5.84 2.85 1.64
H -8.49 -0.84 1.07
H -8.12 -1.70 -0.42
H -7.57 -2.35 1.12
H -6.58 0.25 -0.18
H -5.70 -1.25 -0.14
H -4.81 0.20 1.58
H -5.57 -1.19 2.32
H -6.08 0.84 3.56
H -7.54 0.11 2.95
H -7.68 2.51 2.70
H -7.64 1.78 1.11
H -5.24 3.07 2.53
H -6.17 3.80 1.22
H -5.19 2.37 0.91
C 7.92 -1.35 -5.35
C 6.43 -1.04 -5.41
C 6.12 0.46 -5.48
C 6.59 1.27 -4.27
C 6.04 0.79 -2.93
C 4.52 0.86 -2.82
H 8.38 -0.93 -4.45
H 8.09 -2.43 -5.32
H 8.44 -0.94 -6.22
H 5.92 -1.48 -4.55
H 6.00 -1.52 -6.29
H 5.04 0.59 -5.60
H 6.58 0.87 -6.38
H 6.30 2.31 -4.42
H 7.69 1.26 -4.23
H 6.48 1.40 -2.13
H 6.37 -0.24 -2.73
H 4.17 1.88 -2.97
H 4.18 0.53 -1.84
H 4.03 0.22 -3.56


Calculated values (hartree) of energy for the records, taken in order: -2693.0509; -1570.9323; -1038.2712; -2016.1610.